11
Properties=species:S:1:pos:R:3:mulliken_charge:R:1 method="wB97M-V/def2-TZVPD" e_above_lowest_ev=0.241 homo_energy_ha=-0.3589 max_force_ev_per_a=2.0 lumo_ev=0.88 homo_lumo_gap_ha=0.3913 e_tot_ha=-479.15678 smiles=CC.S
S 2.66710 0.31287 0.08357 -0.348
H 2.90161 0.17362 -1.20425 0.152
H 2.58714 1.63230 -0.20825 0.159
C -0.87611 -0.69610 0.80128 -0.801
C -1.15573 0.18375 -0.41412 -0.779
H -0.46264 -0.10724 1.62521 0.245
H -0.16614 -1.51394 0.62624 0.253
H -1.82103 -1.07990 1.17480 0.320
H -0.29440 0.55077 -1.01582 0.236
H -1.57905 -0.50893 -1.13785 0.265
H -1.80073 1.05280 -0.33081 0.298